{"formula": "C4H13NO2", "method": "the ωB97M-V functional and the def2-TZVPD basis", "homo_energy_ev": -9.248, "lumo_energy_ev": 0.6, "largest_force_ev_per_a": 1.71, "e_tot_ha": -365.402658, "elements": ["O", "O", "N", "C", "C", "C", "C", "H", "H", "H", "H", "H", "H", "H", "H", "H", "H", "H", "H", "H"], "xyz": [[-2.1873, 2.9681, -0.2032], [2.2958, 1.2194, -1.9644], [-1.5330, 0.1445, -1.0552], [0.5190, -1.7599, 1.4014], [0.0479, -0.9265, 0.4895], [-1.2922, -0.9863, -0.1557], [1.8968, -1.6806, 2.0059], [-2.0673, -0.9275, 0.6188], [-1.4301, 3.3019, 0.2886], [-0.1693, -2.4059, 1.9471], [0.7041, -0.1504, 0.0917], [2.1698, 0.7714, -1.1196], [3.0570, 1.7997, -1.8411], [2.6283, -1.3976, 1.2690], [-1.5476, -1.9393, -0.6302], [-0.7011, 0.3763, -1.5849], [-1.9378, 2.0473, -0.3982], [-2.2863, -0.0142, -1.7040], [1.9194, -0.9130, 2.7801], [2.1840, -2.6306, 2.4435]]}

{"formula": "C36H58N6O2Ti", "method": "the ωB97M-V functional and the def2-TZVPD basis", "homo_energy_ev": [-9.735, -10.294], "lumo_energy_ev": [-2.1, -2.1], "largest_force_ev_per_a": 2.29, "charge": 1, "spin_multiplicity": 2, "e_tot_ha": -2735.051101, "elements": ["Ti", "O", "O", "N", "N", "N", "N", "N", "N", "C", "C", "C", "C", "C", "C", "C", "C", "C", "C", "C", "C", "C", "C", "C", "C", "C", "C", "C", "C", "C", "C", "C", "C", "C", "C", "C", "C", "C", "C", "C", "C", "C", "C", "C", "C", "H", "H", "H", "H", "H", "H", "H", "H", "H", "H", "H", "H", "H", "H", "H", "H", "H", "H", "H", "H", "H", "H", "H", "H", "H", "H", "H", "H", "H", "H", "H", "H", "H", "H", "H", "H", "H", "H", "H", "H", "H", "H", "H", "H", "H", "H", "H", "H", "H", "H", "H", "H", "H", "H", "H", "H", "H", "H"], "xyz": [[2.0375, 0.2697, -1.1501], [1.3902, -1.3572, -0.9605], [1.4644, 1.9252, -0.6546], [2.7037, -0.0283, 1.0058], [4.1199, -0.3704, -1.5247], [1.7028, 4.2051, -4.2394], [1.9728, 3.8242, -6.4886], [1.8759, 0.6375, -3.0958], [2.0827, 2.0608, -5.0647], [-0.0703, 4.4730, -1.2869], [-1.4375, -1.0959, -2.2715], [-0.6516, -2.5269, -0.3857], [4.8912, 0.7205, -2.1649], [-1.3640, -3.1411, 0.6403], [-1.8199, 2.2985, 0.9445], [-1.6012, 1.6943, 2.1838], [-0.9482, -3.1634, 1.9754], [-2.7369, 1.6200, 3.1999], [-0.8450, 2.4628, -0.0329], [0.2246, -2.4993, 2.2833], [2.1185, 1.0674, 1.8279], [-0.0934, -3.1646, -2.7683], [-2.2968, 0.9347, 4.4955], [-3.9066, 0.8216, 2.6070], [-3.1852, -3.4232, 3.0765], [1.9591, 1.3511, -4.0028], [4.7377, -0.7327, -0.2189], [0.4163, 1.9001, 0.2308], [-1.7495, -3.9635, 3.0044], [-1.1335, -3.8781, 4.4012], [-0.9804, 2.5141, -2.5609], [-0.3161, 1.2618, 2.4525], [-2.4983, 3.9709, -1.2574], [1.9120, 3.3396, -5.2430], [0.5518, -1.9013, -0.0258], [-3.2053, 3.0412, 3.5447], [-1.1092, 3.3361, -1.2720], [2.3471, -1.3368, 1.6236], [4.1395, -1.5455, -2.4287], [-2.4435, -3.3506, -1.9951], [-1.7745, -5.4367, 2.5724], [-1.1532, -2.5440, -1.8407], [0.9667, -1.8629, 1.2971], [4.1763, 0.1186, 0.9060], [0.6784, 1.3557, 1.4898], [4.3945, 1.1671, 0.7039], [0.2379, -4.1319, -2.3817], [2.2142, 0.8323, 2.8899], [-0.7587, -5.8117, 2.4226], [-0.1233, 5.0609, -0.3671], [4.8122, 1.6406, -1.5848], [-1.0249, 3.1745, -3.4357], [-3.7765, -4.0149, 3.7817], [-0.5483, -0.4785, -2.1899], [4.5039, 0.9050, -3.1601], [5.1680, -1.8548, -2.6313], [-2.2854, -3.6496, 0.3904], [-0.1109, -4.2665, 4.4154], [1.4122, 3.8284, -3.3471], [-2.2925, -4.4007, -1.7283], [-3.1864, -2.3828, 3.4170], [-1.7726, -1.0702, -3.3131], [-3.9680, 3.0052, 4.3274], [-2.2186, -0.6580, -1.6437], [3.5970, -2.3663, -1.9703], [-3.2517, -2.9448, -1.3804], [-2.6483, 4.5999, -0.3770], [-0.5235, -3.3220, -3.7615], [4.6708, -0.1505, 1.8450], [-0.0410, 1.9725, -2.5770], [-3.6392, 3.5445, 2.6775], [2.4625, -1.2564, 2.7073], [4.5307, -1.7816, -0.0291], [2.2234, 4.7894, -6.6231], [-2.3703, 3.6450, 3.9086], [2.2796, 3.1810, -7.2002], [0.9441, 4.0730, -1.3730], [-0.0524, 0.8462, 3.4190], [1.3125, 5.1050, -4.4684], [-3.2869, 3.2160, -1.2860], [-1.9522, -0.0877, 4.3072], [-4.7102, 0.7354, 3.3434], [-2.7688, -3.3134, -3.0376], [-1.1239, -2.8474, 4.7707], [2.6889, 1.9752, 1.6360], [-1.7249, -4.4755, 5.0990], [0.7742, -2.5179, -2.8729], [-2.3269, -5.5721, 1.6394], [3.0603, -2.0858, 1.2803], [-0.2667, 5.1461, -2.1315], [5.8226, -0.6159, -0.2592], [-2.8105, 2.6854, 0.7435], [-2.2568, -6.0482, 3.3401], [3.6496, -1.2934, -3.3647], [-2.6122, 4.6015, -2.1418], [-1.4991, 1.4916, 4.9944], [-4.3168, 1.3066, 1.7179], [-3.1435, 0.8813, 5.1834], [5.9441, 0.4460, -2.2503], [-3.5832, -0.1863, 2.3319], [0.5998, -2.4781, 3.3024], [-3.6833, -3.4631, 2.1046], [-1.7934, 1.7885, -2.6421]]}

{"formula": "C4H10N3", "method": "the ωB97M-V functional and the def2-TZVPD basis", "homo_energy_ev": [-10.401, -14.419], "lumo_energy_ev": [-4.2, -7.0], "largest_force_ev_per_a": 7.80, "charge": 1, "spin_multiplicity": 3, "e_tot_ha": -322.179762, "elements": ["N", "N", "N", "C", "C", "C", "C", "H", "H", "H", "H", "H", "H", "H", "H", "H", "H"], "xyz": [[-1.3833, -0.4005, -1.1322], [0.8240, 0.6293, -0.1382], [1.3021, -0.4219, 0.4424], [1.8223, -1.4637, -0.0350], [-1.2318, 0.4227, -0.1369], [1.3280, 1.7959, -0.2514], [-1.4653, -0.1854, 1.2040], [0.9524, 2.6535, -0.7443], [-0.9461, -1.0463, 1.4189], [-1.3412, -1.3925, -0.9796], [-1.5444, 1.3875, -0.4163], [-2.5858, -0.4686, 1.2203], [2.2972, -2.2880, 0.4799], [2.0102, -1.5510, -1.0854], [2.2773, 1.9364, 0.1434], [-1.1161, -0.1591, -2.0860], [-1.1994, 0.5518, 2.0964]]}

{"formula": "C14H16F4N2O3", "method": "the ωB97M-V functional and the def2-TZVPD basis", "homo_energy_ev": -9.601, "lumo_energy_ev": 0.5, "largest_force_ev_per_a": 0.71, "e_tot_ha": -1277.799774, "elements": ["F", "F", "F", "F", "O", "O", "O", "N", "N", "C", "C", "C", "C", "C", "C", "C", "C", "C", "C", "C", "C", "C", "C", "H", "H", "H", "H", "H", "H", "H", "H", "H", "H", "H", "H", "H", "H", "H", "H"], "xyz": [[4.9607, -2.3878, -0.2738], [2.7564, 1.4842, 1.3474], [6.7253, -0.7969, -1.6025], [4.5113, 3.0037, 0.0351], [-0.0179, 0.2333, 2.1188], [-0.1497, -0.3234, -1.9842], [3.0178, -1.4276, 1.1764], [0.7024, -0.5428, 0.1015], [-1.1813, 0.7651, -0.2700], [-3.3628, -1.4121, -0.1560], [4.8562, -1.0555, -0.1988], [-5.6261, -0.3469, -0.0706], [0.7837, -0.3693, 1.4401], [5.6526, 1.1357, -0.8075], [-0.2587, -0.0218, -0.8190], [5.7515, -0.2440, -0.8764], [4.6353, 1.6768, -0.0483], [2.0068, -1.0353, 2.0816], [-3.6217, 1.1068, -0.3871], [3.8179, -0.5170, 0.5807], [-2.2571, 1.3617, -1.0284], [3.7258, 0.8757, 0.6379], [-4.2282, -0.2700, -0.6835], [6.3474, 1.7680, -1.3335], [-2.2137, 0.9483, -2.0384], [-3.8951, -2.3561, -0.2512], [-3.1239, -1.2590, 0.8947], [-4.3193, -0.3784, -1.7699], [1.6749, -1.9684, 2.5478], [2.3861, -0.3759, 2.8688], [-4.3115, 1.8694, -0.7542], [-5.5697, -0.2591, 1.0124], [1.3839, -1.1422, -0.3500], [-6.0973, -1.2964, -0.3125], [-2.0831, 2.4428, -1.0877], [-6.2586, 0.4537, -0.4476], [-3.5319, 1.2368, 0.6943], [-1.1506, 0.9175, 0.7327], [-2.4378, -1.4935, -0.7189]]}

{"formula": "C13H32Hg2O15S4", "method": "the ωB97M-V functional and the def2-TZVPD basis", "homo_energy_ev": -15.559, "lumo_energy_ev": -9.9, "largest_force_ev_per_a": 9.14, "charge": 2, "e_tot_ha": -3541.842596, "elements": ["Hg", "Hg", "S", "S", "S", "S", "O", "O", "O", "O", "O", "O", "O", "O", "O", "O", "O", "O", "O", "O", "O", "C", "C", "C", "C", "C", "C", "C", "C", "C", "C", "C", "C", "C", "H", "H", "H", "H", "H", "H", "H", "H", "H", "H", "H", "H", "H", "H", "H", "H", "H", "H", "H", "H", "H", "H", "H", "H", "H", "H", "H", "H", "H", "H", "H", "H"], "xyz": [[1.1172, -3.7183, 1.4490], [1.8992, 1.0737, 0.8722], [5.3318, -0.9496, -0.2174], [-1.0320, 0.6220, 2.9381], [-2.2881, -3.1248, -0.0011], [-0.7977, 2.4097, -1.2068], [4.2551, -0.0278, 0.1120], [-1.3959, -3.3581, 1.1039], [1.0915, -2.5379, -0.4938], [-2.1027, 1.6567, 2.1376], [-2.1074, -3.6821, -1.3442], [-1.4571, -0.7656, 2.8451], [1.6157, -1.4289, 1.0925], [0.2981, 2.4012, -0.2781], [5.9613, -1.7703, 0.8252], [-3.8504, -3.5524, 0.4865], [1.1625, -0.3948, -0.6934], [-2.1471, 2.0090, -0.8701], [6.5144, -0.1704, -1.0901], [0.3368, 0.8964, 2.4780], [-0.7723, 3.9648, -1.7591], [7.5965, -0.9418, -3.1789], [-1.5884, 4.9399, -3.7424], [7.5914, -0.8634, -1.6936], [4.7544, -2.1240, -1.5463], [1.3799, -1.4415, -0.1151], [-4.2523, -3.2395, 1.8185], [-4.0702, 2.8280, 2.2746], [-3.8742, -4.5576, 2.6030], [-1.9089, 4.2626, -2.4712], [-0.2984, 1.5625, -2.8067], [-2.5254, -1.3653, -0.1722], [-1.2316, 1.3052, 4.6666], [-3.4986, 1.3367, 2.1406], [-3.1662, -1.1877, -1.0358], [-1.1068, 2.3862, 4.6039], [7.5688, -1.8895, -1.3263], [-2.6206, 4.9349, -1.9920], [5.5420, -2.7596, -1.9511], [-2.6610, -0.9580, 0.8297], [-0.6362, 0.8579, 5.4626], [8.5750, -0.6750, -3.5785], [-3.7674, 3.4138, 1.4067], [-0.9559, 0.7292, -3.0549], [-5.1564, 2.7559, 2.3289], [-3.7254, 3.3819, 3.1478], [-3.8026, -2.3139, 2.1777], [8.4048, -0.3012, -1.2349], [-5.2551, -3.0154, 2.1821], [7.3284, -1.9493, -3.4969], [-3.7744, 0.8113, 3.0550], [-4.1145, -4.4479, 3.6605], [6.9518, -0.1481, -3.5563], [-0.1700, 2.3311, -3.5688], [4.3624, -1.3555, -2.2126], [-2.6678, 3.4948, -2.6218], [-0.7249, 5.5773, -3.5520], [0.6403, 1.0300, -2.6539], [-4.3578, -5.4868, 2.3016], [-2.2938, 1.0653, 4.7143], [-2.4224, 5.5769, -4.0371], [3.8583, -2.6429, -1.2059], [-2.8239, -4.6145, 2.8888], [-1.3144, 4.2590, -4.5483], [-3.8838, 0.9287, 1.2061], [-1.5376, -1.0432, -0.5016]]}

{"formula": "C5H6O", "method": "the ωB97M-V functional and the def2-TZVPD basis", "homo_energy_ev": -9.248, "lumo_energy_ev": 1.1, "largest_force_ev_per_a": 0.71, "e_tot_ha": -269.273177, "elements": ["O", "C", "C", "C", "C", "C", "H", "H", "H", "H", "H", "H"], "xyz": [[1.4275, 0.4134, 1.0935], [-0.0182, 0.6623, 1.0742], [-0.8574, -0.8324, -0.5146], [0.5279, -0.4393, -0.9794], [0.8200, 0.7985, -0.1199], [-1.0756, -0.3554, 0.7129], [-1.5416, -1.4189, -1.1218], [0.6835, -0.3441, -2.0562], [1.2165, -1.2069, -0.5982], [-1.9799, -0.5144, 1.2934], [1.0341, 1.7570, -0.5895], [-0.2646, 1.4407, 1.7883]]}